Record 1
40
Properties=species:S:1:pos:R:3 method="wB97M-V/def2-TZVPD" homo_lumo_gap_ev=4.4 energy_ha=-1224.485878
O -3.046 0.652 1.808
C -2.731 -0.431 2.320
C -1.477 -0.623 3.041
F -0.660 0.452 3.129
C -1.151 -1.785 3.644
F -0.006 -1.894 4.348
C -1.993 -2.977 3.561
O -1.678 -4.055 4.084
C -3.234 -2.798 2.808
F -4.028 -3.877 2.681
C -3.583 -1.618 2.254
F -4.750 -1.491 1.594
C 1.508 -0.593 -0.398
C 1.209 0.640 -0.946
N 0.388 0.754 -2.020
C 0.217 1.982 -2.780
C -0.650 1.608 -3.994
C -1.015 0.124 -3.854
C -0.239 -0.405 -2.630
C 1.816 1.927 -0.385
C 2.757 1.742 0.816
C 2.455 0.498 1.649
C 2.432 -0.749 0.752
H 1.160 -1.516 -0.869
H -0.263 2.773 -2.178
H 1.191 2.383 -3.114
H -1.537 2.248 -4.034
H -0.068 1.748 -4.910
H -2.091 -0.013 -3.707
H -0.711 -0.429 -4.749
H 0.517 -1.144 -2.954
H -0.920 -0.938 -1.944
H 1.017 2.626 -0.083
H 2.386 2.442 -1.176
H 2.703 2.633 1.455
H 3.786 1.667 0.440
H 3.209 0.393 2.438
H 1.475 0.606 2.133
H 3.468 -0.940 0.419
H 2.137 -1.622 1.351

---

Record 2
14
Properties=species:S:1:pos:R:3 method="wB97M-V/def2-TZVPD" homo_lumo_gap_ev=11.1 energy_ha=-361.834076
C 2.190 -0.409 0.305
N 0.848 -0.210 -0.167
C 0.057 -1.159 -0.396
O -1.203 -0.877 -0.802
C -1.412 0.526 -0.811
C -1.709 1.105 0.549
O -1.412 1.114 -1.847
H 2.511 -1.458 0.386
H 2.875 0.115 -0.370
H 2.269 0.062 1.292
H 0.238 -2.237 -0.315
H -2.760 1.414 0.574
H -1.085 1.993 0.688
H -1.518 0.384 1.345

---

Record 3
104
Properties=species:S:1:pos:R:3 method="wB97M-V/def2-TZVPD" total_charge=-1 homo_lumo_gap_ev=7.0 energy_ha=-8519.082554
Ti -2.063 0.059 0.932
C 4.558 2.083 -2.046
C 3.305 1.732 -2.514
C 2.208 1.737 -1.667
C 2.331 2.092 -0.324
C 3.591 2.501 0.118
C 4.688 2.482 -0.726
P 0.825 2.102 0.762
C 1.482 2.855 2.420
C 0.809 3.820 3.167
C 1.281 4.217 4.408
C 2.444 3.671 4.928
C 3.084 2.660 4.233
C 2.589 2.241 3.007
C 0.046 3.842 0.363
C 1.115 4.716 0.393
C 0.995 6.080 0.676
C -0.228 6.585 0.993
C -1.378 5.777 0.882
C -2.632 6.354 1.174
C -3.783 5.627 1.099
C -3.716 4.323 0.603
C -2.518 3.748 0.248
C -1.272 4.399 0.487
H 5.427 2.057 -2.690
H 3.168 1.456 -3.551
H 1.247 1.476 -2.078
H 3.731 2.856 1.127
H 5.652 2.783 -0.338
H -0.110 4.253 2.798
H 0.723 4.944 4.985
H 2.821 4.007 5.885
H 3.962 2.182 4.648
H 3.077 1.412 2.510
H 2.113 4.329 0.264
H 1.891 6.685 0.720
H -0.332 7.606 1.339
H -2.652 7.399 1.452
H -4.738 6.076 1.337
H -4.628 3.774 0.408
S -0.753 0.917 2.751
C 0.675 0.548 1.807
S -0.380 0.799 -0.534
C 1.420 -0.593 1.919
C 1.024 -1.603 2.830
N 0.677 -2.377 3.608
C 2.595 -0.737 1.145
N 3.566 -0.826 0.530
F -3.302 -6.058 -4.084
C -2.416 -5.380 -3.351
C -1.216 -5.962 -2.996
F -0.933 -7.210 -3.382
C -0.290 -5.241 -2.267
F 0.876 -5.846 -2.030
C -0.520 -3.932 -1.842
P 0.759 -2.997 -0.859
C 1.341 -4.418 0.149
C 2.691 -4.624 0.426
C 3.090 -5.698 1.205
C 2.148 -6.554 1.750
C 0.799 -6.313 1.538
C 0.398 -5.252 0.748
C 1.911 -2.941 -2.305
C 1.666 -1.843 -3.130
C 2.432 -1.628 -4.263
C 3.472 -2.494 -4.562
C 3.700 -3.602 -3.762
C 2.918 -3.838 -2.641
C -1.735 -3.350 -2.236
Br -2.192 -1.523 -1.919
C -2.666 -4.077 -2.969
F -3.830 -3.526 -3.327
H 3.437 -3.947 0.037
H 4.145 -5.869 1.377
H 2.463 -7.393 2.355
H 0.056 -6.960 1.985
H -0.657 -5.068 0.595
H 0.869 -1.154 -2.872
H 2.208 -0.790 -4.910
H 4.113 -2.305 -5.413
H 4.491 -4.296 -4.017
H 3.090 -4.724 -2.048
C -5.657 0.660 -0.032
N -4.409 0.975 -0.693
C -4.278 0.991 -2.039
C -3.269 1.663 -2.640
C -2.505 2.664 -1.901
O -1.916 3.593 -2.427
N -2.625 2.561 -0.521
C -3.254 1.397 0.055
O -3.310 1.335 1.369
H -6.420 1.405 -0.278
H -5.486 0.666 1.043
H -6.008 -0.329 -0.329
H -5.025 0.440 -2.597
H -3.148 1.651 -3.710
F -2.241 -2.674 3.857
C -3.162 -2.233 3.025
F -4.333 -2.768 3.372
F -3.266 -0.889 3.175
S -2.793 -2.398 1.199
O -3.756 -1.438 0.689
O -2.943 -3.751 0.781
O -1.442 -1.832 1.132

---

| no. | HOMO level (eV) |
| --- | --- |
| 1 | -7.097 |
| 2 | -10.130 |
| 3 | -4.802 |